Version one
This record from OMol25 describes 2 unconnected molecules or ions with the total composition C3H9S2. The level of theory is ωB97M-V/def2-TZVPD.

Summary:
Gap between HOMO and LUMO = 0.2075 hartree
E_HOMO = -2.342 eV

```
! wB97M-V def2-TZVPD RIJCOSX def2/J DEFGRID3
* xyz -1 1
C 1.032 1.895 -0.927
S -0.066 2.263 0.491
H 1.544 0.931 -0.853
H 0.468 2.059 -1.848
H 1.894 2.583 -0.948
C -0.462 -0.900 1.778
S -0.146 -2.306 0.619
C -0.650 -1.336 -0.812
H -0.167 -1.186 2.785
H -1.465 -0.507 1.773
H 0.296 -0.262 1.363
H -1.663 -1.489 -1.175
H -0.622 -0.256 -0.574
H 0.006 -1.488 -1.671
*
```



Version two
This record from OMol25 describes 2 unconnected molecules or ions with the total composition C3H9S2. The level of theory is ωB97M-V/def2-TZVPD.

Summary:
Gap between HOMO and LUMO = 0.2080 hartree
E_HOMO = -2.309 eV

```
! wB97M-V def2-TZVPD RIJCOSX def2/J DEFGRID3
* xyz -1 1
C 2.521 -0.363 1.425
S 0.992 -1.334 1.318
H 2.368 0.718 1.431
H 3.119 -0.614 2.303
H 3.197 -0.620 0.601
C -0.746 -0.623 -1.467
S -1.716 0.873 -1.310
C -0.796 1.659 0.042
H -0.721 -1.300 -0.610
H 0.311 -0.376 -1.560
H -1.065 -1.210 -2.328
H -0.716 0.961 0.869
H 0.130 2.073 -0.335
H -1.407 2.513 0.346
*
```



Which structure is the most stable? The one labeled version two.



Version one
This record from OMol25 describes a single C21H33N3O4 molecule. The level of theory is ωB97M-V/def2-TZVPD.

Summary:
SMILES = CCOC(=O)[C@H]1CCCN(c2c(NCCCN3CCC[C@H](C)C3)c(=O)c2=O)C1
Gap between HOMO and LUMO = 0.3048 hartree
E_HOMO = -7.742 eV

```
! wB97M-V def2-TZVPD RIJCOSX def2/J DEFGRID3
* xyz 0 1
C -0.398 3.287 0.593
C -1.426 2.779 1.591
H -1.835 3.599 2.185
H -2.236 2.256 1.072
O -0.860 1.892 2.565
C -0.538 0.668 2.176
O -0.706 0.242 1.059
C 0.055 -0.121 3.335
C -0.293 -1.613 3.262
C 0.393 -2.299 2.079
H -0.032 -1.911 1.153
C 1.896 -2.015 2.114
N 2.151 -0.593 2.167
C 2.338 0.159 1.066
C 2.427 -0.047 -0.314
N 2.247 -1.100 -1.135
H 1.717 -1.878 -0.765
C 2.099 -0.882 -2.561
H 2.167 -1.859 -3.047
H 2.932 -0.261 -2.893
C 0.782 -0.190 -2.931
H 0.809 0.846 -2.594
H 0.689 -0.181 -4.017
C -0.442 -0.874 -2.310
N -1.657 -0.215 -2.752
C -2.238 -0.760 -3.961
C -3.015 -2.066 -3.735
C -4.075 -1.862 -2.656
C -3.427 -1.324 -1.379
C -4.460 -1.063 -0.290
H -5.000 -1.976 -0.045
H -3.974 -0.697 0.612
H -5.180 -0.316 -0.619
C -2.662 -0.036 -1.724
H -2.173 0.360 -0.833
H -3.373 0.714 -2.089
H -2.708 -2.064 -1.010
H -4.591 -2.804 -2.451
H -4.818 -1.142 -3.009
H -3.479 -2.380 -4.672
H -2.326 -2.855 -3.423
H -1.443 -0.916 -4.693
H -2.923 -0.005 -4.362
H -0.386 -0.777 -1.224
H -0.428 -1.947 -2.563
C 2.784 1.360 -0.562
O 3.089 2.010 -1.535
C 2.610 1.596 0.923
O 2.593 2.542 1.683
C 1.589 0.051 3.330
H 2.002 -0.422 4.228
H 1.858 1.108 3.325
H 2.331 -2.458 3.017
H 2.406 -2.439 1.248
H 0.217 -3.375 2.121
H 0.028 -2.086 4.194
H -1.375 -1.735 3.178
H -0.338 0.316 4.257
H -0.839 4.077 -0.007
H 0.474 3.676 1.112
H -0.079 2.485 -0.069
*
```



Version two
This record from OMol25 describes a single C21H33N3O4 molecule. The level of theory is ωB97M-V/def2-TZVPD.

Summary:
SMILES = CCCC(=O)Nc1cc(OCC)c(NC(=O)NC2CCCCC2)cc1OCC
Gap between HOMO and LUMO = 0.2964 hartree
E_HOMO = -7.453 eV

```
! wB97M-V def2-TZVPD RIJCOSX def2/J DEFGRID3
* xyz 0 1
C 1.733 2.851 7.502
C 1.688 1.663 6.552
C 1.432 2.100 5.112
C 1.393 0.911 4.163
O 1.569 -0.234 4.519
N 1.136 1.290 2.881
C 1.032 0.504 1.729
C 1.172 -0.877 1.745
C 1.057 -1.615 0.578
C 0.787 -0.954 -0.632
C 0.681 0.435 -0.649
C 0.793 1.172 0.517
O 0.721 2.545 0.603
C 0.404 3.301 -0.548
C -1.079 3.248 -0.900
H -1.383 2.231 -1.133
H -1.673 3.602 -0.062
H -1.273 3.879 -1.763
H 0.685 4.324 -0.282
H 1.019 2.986 -1.398
H 0.543 0.918 -1.602
N 0.704 -1.715 -1.796
C -0.091 -1.562 -2.910
O 0.082 -2.252 -3.893
N -1.040 -0.583 -2.827
H -1.317 -0.294 -1.900
C -2.036 -0.432 -3.869
C -2.385 1.045 -4.047
C -3.403 1.217 -5.170
C -4.664 0.411 -4.876
C -4.321 -1.064 -4.689
C -3.301 -1.240 -3.569
H -3.036 -2.294 -3.463
H -3.731 -0.900 -2.622
H -3.905 -1.460 -5.618
H -5.225 -1.632 -4.458
H -5.135 0.792 -3.966
H -5.377 0.525 -5.694
H -2.964 0.874 -6.109
H -3.653 2.274 -5.283
H -1.478 1.612 -4.268
H -2.807 1.429 -3.114
H -1.572 -0.818 -4.782
H 1.215 -2.588 -1.770
O 1.166 -2.975 0.488
C 1.595 -3.715 1.616
C 3.086 -3.560 1.894
H 3.659 -3.835 1.011
H 3.327 -2.534 2.159
H 3.371 -4.210 2.716
H 1.006 -3.445 2.501
H 1.369 -4.752 1.352
H 1.364 -1.346 2.693
H 1.016 2.276 2.690
H 2.221 2.781 4.783
H 0.480 2.633 5.046
H 2.631 1.116 6.592
H 0.900 0.972 6.856
H 2.528 3.538 7.220
H 1.915 2.517 8.520
H 0.789 3.394 7.484
*
```



Which structure is the most stable? The one labeled version two.



Version one
This record from OMol25 describes a molecular structure, C4H9N2O2. The level of theory is ωB97M-V/def2-TZVPD.

Summary:
Gap between HOMO and LUMO = 0.2730 hartree
E_HOMO = -3.868 eV

```
! wB97M-V def2-TZVPD RIJCOSX def2/J DEFGRID3
* xyz -1 1
O -0.982 2.332 -0.294
C -1.078 1.239 0.434
N -2.412 0.496 0.160
C 0.084 0.235 0.192
C 1.272 0.820 -0.486
N -0.074 -1.007 0.628
C 1.122 -1.966 0.288
O 1.269 -2.130 -1.000
H -2.818 1.005 -0.614
H -2.338 -0.497 -0.022
H -1.206 1.461 1.516
H 1.310 1.839 -0.090
H 1.154 0.867 -1.573
H 2.219 0.365 -0.190
H -0.396 -0.646 -0.545
H 0.923 -2.964 0.756
H 1.950 -1.448 0.840
*
```



Version two
This record from OMol25 describes 3 unconnected molecules or ions with the total composition C4H9N2O2. The level of theory is ωB97M-V/def2-TZVPD.

Summary:
Gap between HOMO and LUMO = 0.1315 hartree
E_HOMO = -3.833 eV

```
! wB97M-V def2-TZVPD RIJCOSX def2/J DEFGRID3
* xyz -1 1
C 0.675 0.880 0.422
C -0.579 1.441 -0.231
C -2.598 -1.373 -0.070
N -3.007 -0.197 0.236
N 1.427 -0.036 -0.483
C 2.840 -0.316 -0.121
O 3.412 0.563 0.575
O 3.357 -1.424 -0.486
H 1.410 1.669 0.515
H 0.536 0.453 1.426
H -0.879 2.367 0.235
H -1.504 0.745 -0.256
H -0.808 -1.676 0.724
H -2.024 -1.462 -1.011
H -0.298 1.639 -1.261
H -2.884 -2.356 0.351
H 0.924 -0.918 -0.565
*
```



Version three
This record from OMol25 describes 2 unconnected molecules or ions with the total composition C4H9N2O2. The level of theory is ωB97M-V/def2-TZVPD.

Summary:
Gap between HOMO and LUMO = 0.2896 hartree
E_HOMO = -3.784 eV

```
! wB97M-V def2-TZVPD RIJCOSX def2/J DEFGRID3
* xyz -1 1
O 1.258 1.206 -0.855
C 0.114 0.614 -0.801
N -0.383 -0.406 -1.445
C 1.327 -2.438 -0.229
O 0.841 -3.181 0.601
C -0.519 0.976 0.617
C -0.349 2.417 1.030
N -1.951 0.535 0.808
H -1.383 -0.132 -1.423
H 2.065 -1.614 0.116
H 0.942 -2.169 -1.254
H -0.042 0.294 1.409
H 0.683 2.708 1.093
H -0.734 2.520 2.025
H -0.831 3.143 0.323
H -1.973 -0.408 0.242
H -2.613 1.146 0.252
*
```



Which structure is the most stable? The one labeled version three.



Version one
This record from OMol25 describes a gas-phase ion, C5H5FN (charge +1). The level of theory is ωB97M-V/def2-TZVPD.

Summary:
SMILES = CC1=C[C@H]1[N+]#CF
Gap between HOMO and LUMO = 0.3807 hartree
E_HOMO = -14.677 eV

```
! wB97M-V def2-TZVPD RIJCOSX def2/J DEFGRID3
* xyz 1 1
C 1.090 -0.901 0.028
C 0.374 0.306 -0.670
C 0.423 -0.099 0.790
C -1.208 -0.121 -2.547
C -0.110 0.357 1.974
N -0.541 0.056 -1.631
F -2.066 -0.277 -3.362
H 1.787 -1.617 -0.305
H 1.071 1.006 -1.189
H 0.379 -0.249 2.847
H -1.205 0.173 2.090
H 0.006 1.367 1.974
*
```



Version two
This record from OMol25 describes a gas-phase ion, C5H5FN (charge +1). The level of theory is ωB97M-V/def2-TZVPD.

Summary:
Gap between HOMO and LUMO = 0.3737 hartree
E_HOMO = -15.513 eV

```
! wB97M-V def2-TZVPD RIJCOSX def2/J DEFGRID3
* xyz 1 1
C -0.335 -0.236 -1.405
C 1.354 -0.934 0.529
C -0.373 0.161 -0.124
C 0.816 -0.907 -1.132
C -1.219 1.052 0.599
N 1.918 -1.158 -0.721
F 1.702 -0.174 1.461
H -0.864 -0.035 -2.246
H 1.263 -1.943 0.981
H -0.565 1.598 1.218
H -2.103 0.764 1.075
H -1.594 1.812 -0.235
*
```



Which structure is the most stable? The one labeled version one.



Version one
This record from OMol25 describes 2 unconnected molecules or ions with the total composition CH4NP3S. The level of theory is ωB97M-V/def2-TZVPD.

Summary:
SMILES = C[PH]#P=S.N#P
Gap between HOMO and LUMO = 0.2366 hartree
E_HOMO = -7.909 eV

```
! wB97M-V def2-TZVPD RIJCOSX def2/J DEFGRID3
* xyz 0 1
C 0.368 -1.462 -0.984
N -2.071 1.482 -0.135
P -2.426 2.833 0.296
P -0.165 0.568 1.546
P 1.012 0.109 -0.300
S 0.473 2.225 2.342
H -0.662 -1.305 -1.248
H 0.405 -2.239 -0.209
H 0.975 -1.798 -1.816
H 2.092 -0.413 0.507
*
```



Version two
This record from OMol25 describes a single CH4NP3S molecule. The level of theory is ωB97M-V/def2-TZVPD.

Summary:
SMILES = C[PH]#P1SP1#N
Gap between HOMO and LUMO (spin up / spin down) = 0.2477 / 0.2479 hartree
E_HOMO (spin up / spin down) = -8.767 / -8.770 eV

```
! wB97M-V def2-TZVPD RIJCOSX def2/J DEFGRID3
* xyz 0 1
C 0.125 0.496 -0.759
N 2.680 -4.678 -1.518
P -0.502 -2.390 -1.578
P 1.446 -3.881 -1.721
P 0.723 -1.122 -0.192
S 0.936 -2.545 -3.297
H 0.925 1.001 -1.518
H 0.050 1.055 0.183
H -0.945 0.373 -1.111
H -0.367 -1.073 0.710
*
```



Which structure is the most stable? The one labeled version one.



Version one
This record from OMol25 describes 2 unconnected molecules or ions with the total composition C2H6N4O. The level of theory is ωB97M-V/def2-TZVPD.

Summary:
SMILES = N/N=N/O.C#CN
Gap between HOMO and LUMO (spin up / spin down) = 0.2836 / 0.2946 hartree
E_HOMO (spin up / spin down) = -7.245 / -7.679 eV

```
! wB97M-V def2-TZVPD RIJCOSX def2/J DEFGRID3
* xyz 0 1
N 2.194 -0.134 -1.440
O -1.210 -0.177 -1.487
N 0.068 -0.400 -1.022
N 1.203 -0.007 -0.572
H -1.346 0.781 -1.350
H 3.086 0.164 -1.080
H 2.161 -0.893 -2.114
N -1.088 -0.973 1.457
C -0.966 0.416 1.081
C -0.929 1.616 1.338
H -1.527 -1.576 0.769
H -0.952 -1.233 2.425
H -0.693 2.415 1.995
*
```



Version two
This record from OMol25 describes 3 unconnected molecules or ions with the total composition C2H6N4O. The level of theory is ωB97M-V/def2-TZVPD.

Summary:
Gap between HOMO and LUMO (spin up / spin down) = 0.3276 / 0.2686 hartree
E_HOMO (spin up / spin down) = -8.720 / -7.149 eV

```
! wB97M-V def2-TZVPD RIJCOSX def2/J DEFGRID3
* xyz 0 1
N -0.776 0.207 -0.363
C -0.795 -0.809 0.374
C 1.289 0.382 -0.018
N -2.898 -0.292 0.116
N 2.127 -0.579 -0.447
N 1.437 1.543 0.416
O -0.596 -1.886 0.761
H -0.823 1.138 0.030
H -3.138 0.649 0.436
H -3.138 -0.295 -0.876
H 1.792 -1.528 -0.503
H 3.131 -0.458 -0.360
H 2.388 1.929 0.434
*
```



Version three
This record from OMol25 describes a single C2H6N4O molecule. The level of theory is ωB97M-V/def2-TZVPD.

Summary:
SMILES = [H]/N=C(\N)N(O)N=C
Gap between HOMO and LUMO = 0.3831 hartree
E_HOMO = -9.593 eV

```
! wB97M-V def2-TZVPD RIJCOSX def2/J DEFGRID3
* xyz 0 1
N -0.544 -0.449 1.008
C 0.317 0.570 0.584
N 1.606 0.399 0.990
C -0.576 -1.343 -1.296
O -1.872 -0.042 0.903
N -0.211 -1.612 -0.144
N -0.130 1.324 -0.371
H -1.885 0.737 0.308
H 1.788 -0.353 1.634
H 2.319 1.030 0.670
H 0.532 2.012 -0.711
H -0.893 -0.230 -1.461
H -0.452 -2.043 -2.114
*
```



Which structure is the most stable? The one labeled version three.



Version one
This record from OMol25 describes a gas-phase ion, C4H8O2 (charge +1). The level of theory is ωB97M-V/def2-TZVPD.

Summary:
Gap between HOMO and LUMO (spin up / spin down) = 0.3221 / 0.1776 hartree
E_HOMO (spin up / spin down) = -14.719 / -14.625 eV
⟨S²⟩ = 0.757

```
! wB97M-V def2-TZVPD RIJCOSX def2/J DEFGRID3
* xyz 1 2
C -0.117 -1.181 -0.508
O -0.049 -2.449 0.079
C 0.710 -0.258 0.375
C 0.547 1.220 0.066
C -0.892 1.647 0.340
O -1.196 2.771 0.566
H -1.171 -0.855 -0.646
H 0.340 -1.167 -1.516
H -0.556 -3.090 -0.431
H 1.755 -0.544 0.221
H 0.498 -0.397 1.444
H 1.199 1.863 0.661
H 0.680 1.523 -0.971
H -1.748 0.918 0.320
*
```



Version two
This record from OMol25 describes 2 unconnected molecules or ions with the total composition C4H8O2. The level of theory is ωB97M-V/def2-TZVPD.

Summary:
Gap between HOMO and LUMO (spin up / spin down) = 0.2304 / 0.1599 hartree
E_HOMO (spin up / spin down) = -12.874 / -12.870 eV
⟨S²⟩ = 0.755

```
! wB97M-V def2-TZVPD RIJCOSX def2/J DEFGRID3
* xyz 1 2
O -0.797 -1.578 1.347
C -1.823 -0.962 1.338
C -2.044 0.515 1.595
H -2.922 -1.486 1.244
H -3.070 0.604 1.231
H -1.809 0.881 2.637
H -1.321 1.034 0.966
C 2.253 0.054 -2.304
C 1.652 1.098 -1.593
O 0.909 0.759 -0.538
H 3.285 0.145 -2.596
H 1.910 -0.986 -2.387
H 1.264 2.040 -1.893
H 1.332 0.152 0.101
*
```



Which structure is the most stable? The one labeled version one.



Version one
This record from OMol25 describes a single C11H10N2O molecule. The level of theory is ωB97M-V/def2-TZVPD.

Summary:
Gap between HOMO and LUMO = 0.3230 hartree
E_HOMO = -8.128 eV

```
! wB97M-V def2-TZVPD RIJCOSX def2/J DEFGRID3
* xyz 0 1
C 3.344 0.383 0.341
C -2.642 1.314 -0.109
C -3.083 0.049 -0.268
C -1.316 1.574 0.184
C -2.196 -1.002 -0.219
C -0.454 0.499 0.350
C -0.875 -0.815 0.106
C 1.931 -1.418 -1.030
C 0.956 0.797 0.804
C -0.033 -2.064 0.315
C 2.053 0.557 -0.238
N 4.411 0.300 0.742
N 1.132 -2.155 -0.523
O 1.988 1.365 -1.431
H -3.440 2.063 -0.045
H -4.151 0.017 -0.422
H -0.988 2.655 0.344
H -2.671 -1.991 -0.384
H 2.632 -1.658 -1.898
H 1.030 1.849 1.100
H 1.175 0.364 1.686
H 0.380 -1.911 1.288
H -0.684 -2.877 0.401
H 1.499 2.106 -1.097
*
```



Version two
This record from OMol25 describes 2 unconnected molecules or ions with the total composition C11H10N2O. The level of theory is ωB97M-V/def2-TZVPD.

Summary:
Gap between HOMO and LUMO = 0.1311 hartree
E_HOMO = -6.397 eV

```
! wB97M-V def2-TZVPD RIJCOSX def2/J DEFGRID3
* xyz 0 1
O 2.677 -2.415 1.166
C 2.105 -1.489 0.615
C 2.716 -0.483 -0.258
N 2.053 0.547 -0.866
C 2.999 1.225 -1.570
C 4.262 0.576 -1.373
N 4.061 -0.486 -0.552
H 1.011 -1.289 0.710
H 2.811 2.105 -2.173
H 5.217 0.871 -1.798
C -1.150 0.966 -0.450
C -1.301 1.352 0.878
C -2.086 0.772 1.871
C -2.899 -0.354 1.788
C -3.133 -1.172 0.686
C -2.633 -1.050 -0.607
C -1.758 -0.093 -1.116
H -0.466 1.577 -1.050
H -0.719 2.231 1.181
H -2.056 1.267 2.850
H -3.423 -0.635 2.710
H -3.806 -2.022 0.858
H -2.976 -1.808 -1.322
H -1.504 -0.193 -2.178
*
```



Which structure is the most stable? The one labeled version one.